{
  "formula": "C19H43O2OsP3S",
  "method": "ωB97M-V/def2-TZVPD",
  "e_homo_ev": [-20.57, -20.47],
  "total_charge": 4,
  "spin_multiplicity": 5,
  "relative_energy_kcal_mol": 22.3,
  "e_lumo_ev": [-11.480, -15.849],
  "largest_force_ev_per_a": 4.2,
  "symbols": ["Os", "P", "P", "P", "H", "C", "C", "H", "C", "C", "C", "C", "C", "C", "C", "C", "C", "H", "H", "H", "H", "H", "H", "H", "H", "H", "H", "H", "H", "H", "H", "H", "H", "H", "H", "H", "H", "H", "H", "H", "H", "H", "H", "H", "H", "H", "C", "C", "C", "C", "C", "C", "O", "H", "H", "H", "H", "H", "H", "C", "S", "C", "O", "H", "H", "H", "H", "H", "H"],
  "coordinates": [[0.212, -0.154, 1.030], [1.686, -0.993, 2.529], [1.454, 1.784, 0.680], [-0.765, -2.239, 0.548], [-0.630, 1.836, -8.064], [-1.576, 1.294, -7.953], [-2.709, 1.929, -7.618], [-2.727, 3.012, -7.453], [3.124, -1.803, 1.711], [2.536, 0.156, 3.690], [1.114, -2.248, 3.740], [0.813, 3.012, -0.513], [1.708, 2.923, 2.090], [3.135, 1.510, 0.001], [-2.102, -2.153, -0.689], [-1.585, -3.199, 1.871], [0.456, -3.372, -0.199], [-1.566, 0.219, -8.166], [-3.661, 1.395, -7.540], [3.842, -2.112, 2.483], [3.620, -1.104, 1.026], [2.808, -2.685, 1.142], [3.130, -0.435, 4.403], [1.793, 0.731, 4.260], [3.208, 0.843, 3.160], [1.806, -3.101, 3.738], [0.108, -2.605, 3.506], [1.092, -1.804, 4.745], [1.345, 3.959, -0.349], [-0.258, 3.165, -0.343], [0.979, 2.685, -1.545], [2.692, 3.398, 1.979], [1.658, 2.427, 3.061], [0.933, 3.699, 2.054], [3.513, 2.482, -0.341], [3.078, 0.829, -0.858], [3.815, 1.090, 0.752], [-2.669, -3.092, -0.686], [-1.689, -1.981, -1.689], [-2.764, -1.323, -0.417], [-2.300, -3.880, 1.392], [-2.150, -2.536, 2.541], [-0.859, -3.799, 2.430], [-0.086, -4.127, -0.784], [1.056, -3.863, 0.577], [1.116, -2.803, -0.868], [-0.760, 0.474, -1.952], [0.373, 0.012, -2.694], [0.298, -0.083, -4.087], [-0.866, 0.271, -4.770], [-1.973, 0.756, -4.060], [-1.919, 0.880, -2.685], [-0.827, 0.546, -0.636], [1.436, -0.480, 0.031], [1.278, -0.280, -2.147], [1.161, -0.433, -4.659], [-0.921, 0.174, -5.856], [-2.884, 1.061, -4.579], [-2.767, 1.265, -2.118], [-2.015, 2.142, 2.923], [-1.747, 0.391, 2.664], [-1.597, -0.160, 4.380], [-3.017, -0.173, 2.127], [-1.299, 2.549, 3.642], [-3.035, 2.244, 3.314], [-1.913, 2.665, 1.969], [-2.403, 0.346, 4.934], [-1.727, -1.249, 4.420], [-0.614, 0.116, 4.781]],
  "lowdin_spin": [1.480, 0.047, 0.086, 0.073, 0.014, 0.458, 0.454, 0.015, 0.007, 0.016, 0.021, 0.003, 0.054, -0.003, 0.001, 0.047, -0.003, 0.013, 0.015, 0.000, 0.000, 0.000, 0.002, 0.000, 0.000, 0.002, 0.000, 0.001, 0.001, 0.001, 0.001, 0.007, 0.001, 0.001, 0.000, 0.000, 0.000, 0.001, 0.002, 0.000, 0.007, 0.000, 0.001, 0.000, 0.000, 0.000, 0.137, 0.128, 0.017, 0.239, 0.000, 0.162, 0.401, -0.010, 0.004, -0.002, 0.021, -0.002, 0.005, 0.013, 0.023, -0.002, 0.042, 0.000, 0.002, 0.000, -0.001, 0.000, 0.000]
}